Model a:
Molecular formula: C5H20O5
Method: DFT, ωB97M-V/def2-TZVPD

ORCA input file:
```
! RIJCOSX wB97M-V def2-TZVPD def2/J DEFGRID3
* xyz 0 1
C 7.95737 -11.23980 15.75328
O 8.40333 -9.99991 15.16415
H 8.69040 -11.64039 16.45349
H 6.94440 -11.15142 16.14596
H 7.92473 -11.99930 14.97212
H 8.56735 -9.40737 15.90143
C 12.41591 -6.71530 16.49142
O 11.13087 -6.44674 16.98029
H 12.83080 -7.54981 17.05671
H 12.33437 -7.07089 15.46428
H 13.00877 -5.80080 16.50888
H 11.28767 -5.75460 17.62677
C 9.43821 -9.07817 18.60392
O 9.40099 -8.55543 17.28818
H 10.38881 -9.56096 18.83056
H 9.25215 -8.23448 19.26850
H 8.63211 -9.79708 18.75045
H 10.06377 -7.86868 17.18486
C 5.07078 -8.60829 17.03429
O 5.86959 -9.33795 17.91326
H 4.92288 -7.57285 17.34102
H 5.60850 -8.47974 16.09491
H 4.11149 -9.02779 16.73120
H 5.75949 -8.99174 18.80186
C 7.89611 -5.74168 16.65866
O 8.84792 -4.91098 15.97469
H 7.16199 -5.19608 17.25151
H 7.42418 -6.41536 15.94343
H 8.38025 -6.41123 17.36957
H 9.70379 -5.33656 16.06390
*
```

Summary:
Structure (SMILES): CO.CO.CO.CO.CO
Frontier orbital gap, eV: 9.762
HOMO energy, eV: -9.43

Charge distribution, Mulliken scheme, values in e: number 1, C, carries -0.588; number 2, O, carries -0.555; number 3, H, carries 0.229; number 4, H, carries 0.187; number 5, H, carries 0.299; number 6, H, carries 0.412; number 7, C, carries -0.706; number 8, O, carries -0.544; number 9, H, carries 0.243; number 10, H, carries 0.264; number 11, H, carries 0.328; number 12, H, carries 0.302; number 13, C, carries -0.758; number 14, O, carries -0.297; number 15, H, carries 0.274; number 16, H, carries 0.323; number 17, H, carries 0.225; number 18, H, carries 0.349; number 19, C, carries -0.648; number 20, O, carries -0.458; number 21, H, carries 0.316; number 22, H, carries 0.210; number 23, H, carries 0.295; number 24, H, carries 0.280; number 25, C, carries -0.265; number 26, O, carries -0.574; number 27, H, carries 0.300; number 28, H, carries 0.197; number 29, H, carries -0.060; number 30, H, carries 0.425

---

Model b:
Molecular formula: C5H20O5
Method: DFT, ωB97M-V/def2-TZVPD

ORCA input file:
```
! RIJCOSX wB97M-V def2-TZVPD def2/J DEFGRID3
* xyz 0 1
C 0.03553 -1.29573 1.49940
O 0.66115 -0.50210 0.50660
H 0.78296 -1.99831 2.21399
H -0.69409 -1.96808 1.03003
H -0.32248 -0.58542 2.22427
H 0.98571 0.27443 0.93787
C 2.16117 1.93315 3.15070
O 0.80156 2.02897 2.74120
H 2.19127 1.72239 4.13762
H 2.85762 2.58019 2.57718
H 2.54527 1.10764 2.74716
H 0.56262 2.91907 3.13220
C -0.68964 -1.91406 -2.56563
O 0.52705 -1.19804 -2.34998
H -0.65472 -3.01536 -2.37388
H -0.82017 -2.08566 -3.67575
H -1.61974 -1.61105 -2.17763
H 0.40851 -1.04963 -1.44897
C -4.04103 -0.68377 0.05547
O -5.06571 -1.62066 0.61894
H -4.35482 -0.50208 -0.91749
H -3.07106 -0.84451 -0.04436
H -4.09465 0.21350 0.76299
H -5.70135 -1.90840 -0.06165
C 3.04061 1.41914 -1.99585
O 2.74529 2.72213 -2.59656
H 3.93257 1.03683 -2.13546
H 2.26478 0.72990 -2.33517
H 2.87539 1.46965 -0.85034
H 1.75041 2.62586 -2.80691
*
```

Summary:
Structure (SMILES): CO.CO.CO.CO.CO
Frontier orbital gap, eV: 10.550
HOMO energy, eV: -10.06

Charge distribution, Mulliken scheme, values in e: number 1, C, carries -0.585; number 2, O, carries -0.420; number 3, H, carries 0.205; number 4, H, carries 0.243; number 5, H, carries 0.286; number 6, H, carries 0.206; number 7, C, carries -0.874; number 8, O, carries -0.496; number 9, H, carries 0.401; number 10, H, carries 0.350; number 11, H, carries 0.341; number 12, H, carries 0.303; number 13, C, carries -0.695; number 14, O, carries -0.427; number 15, H, carries 0.309; number 16, H, carries 0.301; number 17, H, carries 0.207; number 18, H, carries 0.318; number 19, C, carries -0.269; number 20, O, carries -0.521; number 21, H, carries 0.267; number 22, H, carries 0.019; number 23, H, carries 0.208; number 24, H, carries 0.307; number 25, C, carries -0.228; number 26, O, carries -0.524; number 27, H, carries 0.363; number 28, H, carries 0.021; number 29, H, carries 0.063; number 30, H, carries 0.322

---

Name the most stable of them. model a.